Here is CH2N4O2 in the gas phase in a non-equilibrium geometry from the Open Molecules 2025 dataset. Energies are from the ωB97M-V functional and the def2-TZVPD basis.

XYZ file:
```
9
Properties=species:S:1:pos:R:3:forces:R:3
H 1.027 -0.077 -1.597 -0.55 0.92 -0.12
N 0.484 0.818 -1.657 3.01 1.63 -0.15
O -0.874 0.249 1.654 -0.12 1.33 -1.61
N -0.445 -1.809 1.275 -0.96 0.28 0.74
N -0.936 -1.018 2.095 0.90 -1.39 -0.24
O -0.103 -1.137 0.123 -0.07 0.61 -0.20
N -0.033 1.147 -0.384 -0.29 0.80 -0.38
H 1.255 1.618 -1.845 -2.43 -2.46 0.43
C -0.374 0.210 0.336 0.50 -1.73 1.52
```
Forces are in eV/Å.

HOMO-LUMO gap in eV: 10.070
Lowest unoccupied orbital energy in Ha: 0.0206
Total energy in eV: -11120.0250
Total charge: 0
Energy relative to the best compared isomer or geometry (same formula, charge and spin) in kcal/mol: 82.93
SMILES: NN=c1onno1

Here are the natural (NBO) charges for atoms 1 to 2, given in e: atom 1 (H): 0.347, atom 2 (N): -0.634